{"formula": "C4H4O2", "method": "ωB97M-V/def2-TZVPD", "species": ["C", "C", "C", "C", "H", "H", "H", "H", "O", "O"], "coordinates": [[1.86, -0.28, 0.02], [-0.36, 0.52, -0.05], [-1.75, 0.09, -0.01], [-2.90, -0.25, -0.01], [2.21, -0.60, 1.02], [2.05, 0.79, -0.10], [2.38, -0.87, -0.77], [-3.94, -0.54, 0.04], [0.46, -0.54, -0.11], [0.00, 1.68, -0.03]], "charge": 0, "smiles": "C#CC(=O)OC", "molar_mass_g_mol": 84.07, "e_above_lowest_kcal_mol": 35.4, "spin_multiplicity": 1, "e_homo_ev": -10.76, "energy_ev": -8305.54418}